The following is a quantum chemistry calculation of a 6-piece molecular cluster, C18H41FN6O7P overall in a non-equilibrium geometry, from OMol25.

```
74
Properties=species:S:1:pos:R:3
O 3.270 2.286 -3.076
C 2.521 1.373 -3.209
N 1.710 0.505 -3.389
P 0.733 0.855 -4.991
F 2.229 0.966 -5.846
C -0.919 0.753 -4.048
C -1.790 1.955 -4.239
O -2.655 2.240 -3.445
H 0.816 2.258 -4.658
H 0.022 1.135 -6.222
H 0.703 -0.557 -5.199
H -1.425 -0.159 -4.374
H -0.707 0.683 -2.986
H -1.694 2.606 -5.129
C 0.498 1.158 -0.292
O 0.599 0.141 -0.944
N 1.085 1.367 0.908
C 0.928 2.605 1.644
C 1.896 0.312 1.475
H -0.097 2.020 -0.639
H 1.908 3.059 1.798
H 0.472 2.391 2.612
H 0.293 3.301 1.097
H 2.718 0.074 0.798
H 1.291 -0.588 1.608
H 2.294 0.629 2.437
C 0.757 4.402 4.892
O 1.742 4.316 4.189
N -0.210 5.329 4.747
C -1.367 5.379 5.616
C -0.082 6.306 3.679
H 0.568 3.704 5.726
H -2.278 5.254 5.027
H -1.403 6.343 6.130
H -1.316 4.585 6.359
H -0.033 5.795 2.717
H 0.838 6.877 3.810
H -0.934 6.980 3.690
C -1.802 -0.683 2.289
O -1.564 0.449 2.661
N -1.839 -1.763 3.097
C -2.126 -3.092 2.595
C -1.578 -1.579 4.512
H -2.008 -0.921 1.233
H -3.018 -3.479 3.092
H -1.278 -3.749 2.807
H -2.301 -3.070 1.523
H -2.308 -0.887 4.935
H -0.583 -1.155 4.653
H -1.642 -2.535 5.027
C 6.703 -1.851 -6.903
O 7.829 -2.180 -7.244
N 6.370 -0.660 -6.389
C 5.003 -0.328 -6.001
C 7.410 0.336 -6.214
H 5.843 -2.534 -6.995
H 4.656 0.532 -6.572
H 4.975 -0.085 -4.939
H 4.336 -1.165 -6.189
H 7.870 0.563 -7.178
H 8.184 -0.051 -5.549
H 6.984 1.241 -5.791
C -4.640 -5.188 1.476
O -4.771 -4.068 1.030
N -5.487 -5.782 2.343
C -5.269 -7.126 2.835
C -6.654 -5.041 2.792
H -3.787 -5.830 1.195
H -6.113 -7.763 2.560
H -5.174 -7.111 3.923
H -4.359 -7.543 2.408
H -7.271 -4.770 1.934
H -6.339 -4.123 3.289
H -7.234 -5.648 3.482
```

## Properties
Highest occupied orbital energy (eV): -4.98
Kohn-Sham gap (eV): 6.66
LUMO level (hartree): 0.062
Total charge: -1
E_tot (eV): -54611.048

Charges obtained by Löwdin population analysis, quoted in units of e:
1. O 0.045
2. C -0.535
3. N -0.036
4. P 0.486
5. F -0.408
6. C -0.331
7. C -0.360
8. O -0.013
9. H 0.014
10. H -0.025
11. H -0.009
12. H 0.076
13. H 0.048
14. H 0.101
15. C -0.349
16. O -0.006
17. N -0.193
18. C -0.072
19. C -0.048
20. H 0.139
21. H 0.083
22. H 0.069
23. H 0.083
24. H 0.091
25. H 0.079
26. H 0.084
27. C -0.358
28. O 0.011
29. N -0.199
30. C -0.064
31. C -0.036
32. H 0.133
33. H 0.090
34. H 0.086
35. H 0.080
36. H 0.090
37. H 0.092
38. H 0.084
39. C -0.340
40. O 0.009
41. N -0.195
42. C -0.063
43. C -0.050
44. H 0.144
45. H 0.076
46. H 0.090
47. H 0.083
48. H 0.088
49. H 0.089
50. H 0.081
51. C -0.371
52. O -0.021
53. N -0.197
54. C -0.051
55. C -0.049
56. H 0.129
57. H 0.081
58. H 0.091
59. H 0.084
60. H 0.087
61. H 0.088
62. H 0.087
63. C -0.369
64. O 0.019
65. N -0.201
66. C -0.063
67. C -0.041
68. H 0.137
69. H 0.088
70. H 0.087
71. H 0.082
72. H 0.093
73. H 0.091
74. H 0.083

The following is a quantum chemistry calculation of an isolated ion of composition C3H6NO2 and charge -1 in a non-equilibrium geometry, from OMol25.

```
12
Properties=species:S:1:pos:R:3
C 0.763 -0.891 0.276
N -1.732 0.118 0.677
C -0.476 -0.012 -0.067
C -0.177 1.333 -0.692
O 1.084 1.573 -0.990
O 0.654 -2.030 0.939
H 1.453 -0.143 0.764
H 1.117 -1.112 -0.734
H -1.340 -0.582 -0.506
H -2.232 -0.757 0.842
H -0.680 2.061 0.015
H -0.943 1.370 -1.536
```

## Properties
Highest occupied orbital energy (eV): -3.40
Kohn-Sham gap (eV): 5.66
LUMO level (hartree): 0.083
Total charge: -1
Relative energy (zero: lowest compared OMol25 entry of this formula, charge and spin) (kJ/mol): 782.4
E_tot (eV): -8787.108

Charges obtained by Löwdin population analysis, quoted in units of e:
1. C -0.417
2. N 0.116
3. C -0.321
4. C -0.517
5. O -0.274
6. O -0.253
7. H 0.155
8. H 0.103
9. H 0.159
10. H 0.034
11. H 0.099
12. H 0.117

The following is a quantum chemistry calculation of one molecule with the formula C19H23NO3, from OMol25.

```
46
Properties=species:S:1:pos:R:3
C 4.129 -0.955 2.419
O 3.136 -0.108 1.887
C 2.409 -0.468 0.788
C 1.664 0.569 0.238
C 0.849 0.382 -0.860
C 0.771 -0.865 -1.457
C -0.141 -1.114 -2.625
C -1.463 -1.742 -2.155
N -2.159 -0.887 -1.226
C -3.259 -0.183 -1.567
O -3.826 -0.299 -2.632
C -3.777 0.730 -0.452
C -2.679 1.485 0.236
C -2.126 1.026 1.426
C -1.101 1.718 2.044
C -0.598 2.888 1.492
C 0.487 3.657 2.183
C -1.144 3.341 0.297
C -2.167 2.649 -0.324
C 1.514 -1.908 -0.918
C 2.328 -1.742 0.195
O 3.054 -2.770 0.748
C 3.033 -4.027 0.123
H 4.863 -1.241 1.662
H 4.619 -0.365 3.193
H 3.701 -1.856 2.864
H 1.744 1.537 0.704
H 0.281 1.212 -1.251
H 0.329 -1.792 -3.339
H -0.361 -0.174 -3.131
H -1.265 -2.704 -1.672
H -2.131 -1.895 -3.006
H -1.670 -0.645 -0.377
H -4.309 0.096 0.261
H -4.496 1.414 -0.906
H -2.511 0.124 1.883
H -0.686 1.345 2.970
H 0.049 4.367 2.885
H 1.084 4.218 1.468
H 1.138 2.990 2.744
H -0.763 4.247 -0.153
H -2.580 3.016 -1.253
H 1.446 -2.876 -1.389
H 2.031 -4.468 0.132
H 3.400 -3.974 -0.907
H 3.704 -4.653 0.710
```

## Properties
Highest occupied orbital energy (eV): -8.05
Kohn-Sham gap (eV): 8.74
LUMO level (hartree): 0.026
Relative energy (zero: lowest compared OMol25 entry of this formula, charge and spin) (kJ/mol): 101.6
E_tot (eV): -27708.994

Charges obtained by Löwdin population analysis, quoted in units of e:
1. C -0.078
2. O -0.073
3. C -0.193
4. C 0.009
5. C -0.040
6. C -0.244
7. C -0.126
8. C -0.165
9. N 0.076
10. C -0.491
11. O 0.059
12. C -0.055
13. C -0.250
14. C -0.047
15. C -0.043
16. C -0.300
17. C -0.055
18. C -0.045
19. C -0.033
20. C 0.023
21. C -0.180
22. O -0.116
23. C -0.083
24. H 0.097
25. H 0.092
26. H 0.091
27. H 0.108
28. H 0.110
29. H 0.117
30. H 0.120
31. H 0.121
32. H 0.119
33. H 0.118
34. H 0.127
35. H 0.125
36. H 0.117
37. H 0.116
38. H 0.084
39. H 0.079
40. H 0.076
41. H 0.113
42. H 0.120
43. H 0.109
44. H 0.096
45. H 0.098
46. H 0.095

Number 1: molar mass 503.5 g mol⁻¹. Number 2: molar mass 88.1 g mol⁻¹. Number 3: molar mass 313.4 g mol⁻¹.